No. 1
ORCA calculation (ωB97M-V/def2-TZVPD) on a structure of composition C10H8CoNO5S2.

2S+1 = 2
Orbital gap (alpha / beta) = 0.264 / 0.263 Ha
Charge = -1
Highest occupied orbital energy (alpha / beta) = -0.194 / -0.193 hartree
Molar mass = 345.24 g mol⁻¹
Total energy = -81527.5604 eV
⟨S²⟩ = 0.76

XYZ file:
```
27
Properties=species:S:1:pos:R:3:mulliken_spin:R:1
Co 0.294 0.587 0.070 1.1348
O -0.104 0.070 3.948 -0.0014
C -0.237 -0.103 2.748 -0.0060
O 0.682 0.091 1.861 -0.0055
C -1.574 -0.659 2.229 0.0018
C -1.369 -1.700 1.121 -0.0036
C -2.645 -2.519 0.916 0.0050
C -3.555 -1.499 0.184 0.0029
C -2.641 -0.274 0.120 -0.0063
O -1.345 -0.881 -0.074 0.0102
C -2.506 0.373 1.506 0.0052
C -1.978 1.805 1.373 -0.0020
O -2.623 2.725 1.848 -0.0018
O -0.898 1.955 0.677 -0.0192
H -2.083 -1.087 3.090 -0.0008
H -0.439 -2.259 1.181 0.0042
H -3.059 -2.855 1.867 -0.0015
H -2.451 -3.394 0.298 -0.0006
H -4.482 -1.285 0.715 -0.0011
H -3.802 -1.842 -0.820 -0.0004
H -2.835 0.423 -0.693 0.0061
H -3.471 0.442 2.004 -0.0001
S -0.052 1.705 -3.041 -0.0315
C 0.099 1.209 -1.614 -0.0768
S 3.503 -2.224 -1.886 -0.0004
C 2.482 -1.208 -1.127 0.0053
N 1.758 -0.478 -0.577 -0.0167
```

=====

No. 2
ORCA calculation (ωB97M-V/def2-TZVPD) on a structure of composition C10H8CoNO5S2.

2S+1 = 6
Orbital gap (alpha / beta) = 0.223 / 0.244 Ha
Charge = -1
Highest occupied orbital energy (alpha / beta) = -0.120 / -0.218 hartree
Molar mass = 345.24 g mol⁻¹
Total energy = -81524.9595 eV
⟨S²⟩ = 8.77

XYZ file:
```
27
Properties=species:S:1:pos:R:3:mulliken_spin:R:1
Co -1.645 1.156 -0.286 3.2708
O -0.927 -0.187 3.292 0.0268
C -0.604 0.119 2.167 -0.0037
O -1.137 1.141 1.519 0.1777
C 0.521 -0.608 1.452 -0.0078
C 1.385 0.375 0.658 0.0032
C 2.687 -0.285 0.198 0.0060
C 2.188 -1.171 -0.973 -0.0018
C 0.686 -0.913 -0.925 -0.0089
O 0.638 0.490 -0.573 0.0445
C 0.059 -1.585 0.306 0.0004
C -1.438 -1.749 0.127 -0.0042
O -1.960 -2.832 0.288 0.0287
O -2.090 -0.693 -0.296 0.1374
H 1.086 -1.133 2.219 0.0016
H 1.487 1.357 1.108 -0.0027
H 3.144 -0.859 1.005 -0.0001
H 3.404 0.460 -0.143 -0.0002
H 2.425 -2.228 -0.851 -0.0008
H 2.595 -0.831 -1.924 -0.0007
H 0.150 -1.069 -1.856 0.0051
H 0.457 -2.586 0.456 0.0010
S -0.763 1.446 -3.689 0.3217
C -1.084 1.592 -2.177 0.8329
S -4.534 4.757 -0.525 0.0954
C -3.672 3.415 -0.357 0.0262
N -3.058 2.420 -0.219 0.0518
```

=====

No. 3
ORCA calculation (ωB97M-V/def2-TZVPD) on an isolated molecule of C10H8N2 in a non-equilibrium geometry.

Orbital gap = 0.306 Ha
Charge = 0
Highest occupied orbital energy = -0.314 hartree
Molar mass = 156.19 g mol⁻¹
Total energy = -13474.1138 eV
SMILES = c1ccc(-c2cccnc2)nc1

XYZ file:
```
20
Properties=species:S:1:pos:R:3:lowdin_charge:R:1
C 3.377 -0.070 0.030 -0.1264
C 2.772 -1.239 -0.373 -0.0590
C 1.341 -1.051 -0.241 -0.0246
C 0.646 -0.017 0.278 -0.3954
C 2.631 1.145 0.422 -0.0863
C -0.695 -0.084 0.146 -0.1924
C -1.476 1.091 -0.134 -0.0065
C -2.959 1.116 -0.175 -0.0400
C -3.609 -0.170 -0.226 -0.2698
C -1.618 -1.089 0.807 0.0753
H 4.569 0.184 -0.429 0.1691
H 3.465 -2.091 -0.612 0.1230
H 0.553 -1.873 -0.371 0.1336
H 3.100 2.268 0.408 0.1442
H -0.832 2.045 -0.332 0.1301
H -3.553 1.939 -0.843 0.1349
H -4.643 -0.227 -0.379 0.0870
H -1.276 -1.953 1.231 0.0622
N 1.222 1.165 0.491 0.1056
N -3.014 -1.089 0.302 0.0355
```

=====

No. 4
ORCA calculation (ωB97M-V/def2-TZVPD) on a cluster of 2 separate species, C10H8N2S in total in a non-equilibrium geometry.

Orbital gap (alpha / beta) = 0.254 / 0.255 Ha
Charge = 0
Highest occupied orbital energy (alpha / beta) = -0.327 / -0.327 hartree
Molar mass = 188.26 g mol⁻¹
Total energy = -24309.8938 eV

XYZ file:
```
21
Properties=species:S:1:pos:R:3:lowdin_charge:R:1
C 1.638 -2.060 0.115 -0.3019
C 2.266 0.074 -1.104 -0.2491
C -2.593 0.673 -0.991 -0.0724
C -2.237 -0.574 -0.546 -0.0405
C -1.721 1.763 -0.857 -0.0377
C -0.968 -0.826 0.063 0.0101
C -0.519 1.515 -0.276 -0.0791
C -0.127 0.291 0.243 -0.2757
C 1.600 -1.231 1.315 -0.2310
C 1.080 0.146 1.103 -0.5330
N 1.609 -2.647 -0.877 0.2012
N 2.861 0.098 -2.094 -0.0413
S 1.860 1.361 2.057 0.9802
H -3.578 0.707 -1.308 0.0855
H -2.926 -1.429 -0.724 0.1229
H -2.059 2.681 -1.329 0.1181
H -0.561 -1.763 0.172 0.0630
H 0.283 2.186 -0.343 0.0977
H 2.521 -1.418 1.901 0.1388
H 0.702 -1.651 1.869 0.1535
H 0.868 2.103 1.608 -0.1093
```

=====

No. 5
ORCA calculation (ωB97M-V/def2-TZVPD) on a structure of composition C10H8N3O6Pd in a non-equilibrium geometry.

2S+1 = 5
Orbital gap (alpha / beta) = 0.222 / 0.122 Ha
Charge = +3
Highest occupied orbital energy (alpha / beta) = -0.688 / -0.726 hartree
Molar mass = 372.61 g mol⁻¹
Total energy = -30694.5668 eV
⟨S²⟩ = 6.05

XYZ file:
```
28
Properties=species:S:1:pos:R:3:mulliken_spin:R:1
O -5.804 -2.803 -4.060 0.0000
C -4.741 -2.803 -3.632 0.0114
Pd -0.963 -0.732 -1.924 1.3051
C 0.928 -1.223 -1.061 0.3225
O 2.004 -1.575 -0.878 0.0454
C -0.946 1.192 -1.824 0.1245
O -1.032 2.349 -1.755 0.0332
C -1.988 -1.064 -0.100 0.0950
O -2.751 -0.781 0.725 0.0290
C -0.419 -0.752 -3.915 0.1116
O -0.141 -0.483 -4.997 0.0196
H -2.471 -0.439 -2.526 0.4524
C 0.729 -0.704 3.766 0.0130
N 0.765 0.102 2.534 0.3500
C 1.433 1.295 2.499 0.0470
C 1.672 1.939 1.317 0.3299
C 1.247 1.246 0.153 0.0142
N 0.389 0.241 0.191 0.3642
C 0.310 -0.478 1.342 -0.0851
O -0.164 -1.622 1.301 0.2050
N 1.761 1.617 -1.030 0.1707
H -0.305 -0.891 4.079 0.0194
H 1.262 -0.119 4.523 0.0044
H 1.225 -1.669 3.596 0.0218
H 1.823 1.641 3.456 0.0115
H 2.333 2.822 1.176 -0.0019
H 2.341 2.452 -1.009 -0.0096
H 1.505 1.243 -1.947 -0.0042
```

=====

No. 6
ORCA calculation (ωB97M-V/def2-TZVPD) on an isolated molecule of C10H8N4O in a non-equilibrium geometry.

Orbital gap (alpha / beta) = 0.271 / 0.271 Ha
Charge = 0
Highest occupied orbital energy (alpha / beta) = -0.313 / -0.313 hartree
Molar mass = 200.20 g mol⁻¹
Total energy = -18505.2940 eV
SMILES = Cn1c(/C(C#N)=[NH+]/[O-])nc2ccccc21

XYZ file:
```
23
Properties=species:S:1:pos:R:3:lowdin_charge:R:1
C -3.321 -1.168 -0.083 -0.1750
C 3.036 1.602 -0.104 -0.0921
C 3.291 0.229 -0.026 -0.0917
C 1.752 2.097 -0.087 -0.0116
C 2.272 -0.699 0.042 -0.0172
C 0.707 1.179 -0.011 -0.2193
C 0.972 -0.213 0.032 -0.1588
C -1.183 0.179 0.036 -0.2416
C -2.614 0.040 0.022 -0.1135
C -0.461 -2.250 0.072 0.0001
N -3.917 -2.145 -0.180 0.1911
N -0.639 1.379 0.003 0.1508
N -0.257 -0.829 0.061 -0.0114
N -3.286 1.237 0.073 -0.0420
O -4.489 1.675 0.065 -0.0144
H 3.870 2.282 -0.190 0.1008
H 4.317 -0.111 -0.024 0.1019
H 1.542 3.152 -0.141 0.1108
H 2.496 -1.755 0.086 0.1065
H -0.271 -2.671 -0.919 0.1092
H 0.221 -2.705 0.790 0.1004
H -1.483 -2.482 0.358 0.0648
H -2.553 1.977 0.125 0.1521
```

=====

No. 7
ORCA calculation (ωB97M-V/def2-TZVPD) on an isolated molecule of C10H8N4S in a non-equilibrium geometry.

Orbital gap (alpha / beta) = 0.219 / 0.219 Ha
Charge = 0
Highest occupied orbital energy (alpha / beta) = -0.311 / -0.311 hartree
Molar mass = 216.27 g mol⁻¹
Total energy = -27291.7066 eV
SMILES = C=Cc1ccc(=C2N=NN=N2)/c(=C/S)c1

XYZ file:
```
23
Properties=species:S:1:pos:R:3:lowdin_charge:R:1
C -0.490 1.719 0.230 0.0042
C 0.878 1.802 0.277 0.0240
C 1.072 -0.583 0.131 0.0115
C -1.139 0.483 0.124 -0.0716
C 1.687 0.644 0.188 -0.2212
C -0.341 -0.710 0.114 -0.2290
C -2.556 0.456 0.006 -0.3648
C 3.955 0.053 -0.586 0.0331
C 3.140 0.804 0.142 -0.1347
C -0.977 -1.944 0.093 -0.3574
N -3.343 1.562 -0.033 0.0316
N -4.542 1.129 -0.189 -0.0850
N -4.553 -0.185 -0.246 -0.0709
N -3.346 -0.638 -0.134 -0.0121
S -0.169 -3.447 0.094 0.9211
H -1.103 2.607 0.260 0.1152
H 1.360 2.766 0.354 0.1234
H 1.669 -1.484 0.111 0.0982
H 5.015 0.233 -0.620 0.0574
H 3.587 -0.754 -1.200 0.0627
H 3.536 1.638 0.708 0.1071
H -2.064 -1.954 0.060 0.0515
H -1.277 -4.194 0.117 -0.0943
```

=====

No. 8
ORCA calculation (ωB97M-V/def2-TZVPD) on a structure of composition C10H9Cl2NOPd in a non-equilibrium geometry.

2S+1 = 3
Orbital gap (alpha / beta) = 0.156 / 0.186 Ha
Charge = 0
Highest occupied orbital energy (alpha / beta) = -0.185 / -0.288 hartree
Molar mass = 336.51 g mol⁻¹
Total energy = -42574.0449 eV
⟨S²⟩ = 2.06

XYZ file:
```
24
Properties=species:S:1:pos:R:3:mulliken_spin:R:1
Pd -0.079 0.021 -2.320 0.6098
C 0.041 0.064 -4.445 0.0534
H 1.097 0.266 -4.202 0.0111
H -0.126 -0.974 -4.726 -0.0050
H -0.014 0.606 -5.424 -0.0137
H -0.774 0.598 -3.727 0.0019
H 0.008 1.575 -2.574 0.4256
Cl -0.400 -4.163 0.759 0.0459
C -0.239 -2.576 1.327 0.2164
C -0.230 -2.268 2.676 -0.1122
C -0.083 -0.945 3.118 0.2595
Cl -0.054 -0.658 4.792 0.0488
C 0.037 0.141 2.202 0.0014
C 0.177 1.489 2.562 0.0893
C 0.251 2.435 1.565 0.0148
C 0.144 2.071 0.216 0.0019
N 0.047 0.785 -0.154 -0.2592
C -0.005 -0.170 0.795 0.0900
C -0.112 -1.532 0.311 0.1039
O -0.106 -1.744 -0.953 0.3086
H -0.334 -3.087 3.389 -0.0034
H 0.226 1.786 3.603 0.0107
H 0.384 3.474 1.801 -0.0064
H 0.140 2.805 -0.591 0.1069
```

=====

No. 9
ORCA calculation (ωB97M-V/def2-TZVPD) on a structure of composition C10H9CrINS4.

2S+1 = 4
Orbital gap (alpha / beta) = 0.210 / 0.255 Ha
Charge = 0
Highest occupied orbital energy (alpha / beta) = -0.265 / -0.263 hartree
Molar mass = 450.36 g mol⁻¹
Total energy = -91870.1934 eV
⟨S²⟩ = 3.95

XYZ file:
```
26
Properties=species:S:1:pos:R:3:mulliken_spin:R:1
Cr 0.857 -1.404 -1.401 3.5127
S -0.201 -1.290 -3.458 -0.1693
S -1.146 -3.077 -3.665 -0.0220
S -0.013 -4.452 -2.481 0.0025
S 1.764 -3.530 -2.126 -0.0399
I -1.060 -2.577 0.051 -0.0440
C -1.343 -0.838 1.182 -0.0173
C -2.279 -0.843 2.171 0.0034
C -2.469 0.327 2.939 -0.0033
C -1.720 1.435 2.681 0.0040
C -0.748 1.440 1.649 -0.0025
C 0.022 2.600 1.392 0.0162
C 0.949 2.597 0.396 -0.0084
C 1.144 1.434 -0.385 -0.0187
C 0.442 0.261 -0.200 -0.0778
C -0.534 0.281 0.857 -0.0832
H -2.871 -1.726 2.372 0.0022
H -3.211 0.333 3.727 -0.0002
H -1.857 2.337 3.264 -0.0001
H -0.142 3.482 1.999 0.0015
H 1.537 3.483 0.195 -0.0015
H 1.890 1.513 -1.167 -0.0123
N 2.540 -0.540 -2.349 -0.0536
H 3.332 -0.319 -1.752 0.0050
H 2.285 0.303 -2.853 0.0069
H 2.831 -1.231 -3.038 -0.0004
```

=====

No. 10
ORCA calculation (ωB97M-V/def2-TZVPD) on an isolated molecule of C10H9FN4 in a non-equilibrium geometry.

Orbital gap = 0.357 Ha
Charge = 0
Highest occupied orbital energy = -0.349 hartree
Molar mass = 204.21 g mol⁻¹
Total energy = -19190.6206 eV
SMILES = Cc1cnn([C@H]2C=C(C#N)CC=C2F)n1

XYZ file:
```
24
Properties=species:S:1:pos:R:3:lowdin_charge:R:1
C 2.971 -1.605 0.622 -0.2045
C -2.155 0.754 1.257 -0.0731
C -1.720 -0.310 0.386 -0.3069
C 1.125 1.588 1.095 -0.1525
C 2.050 0.449 1.424 0.0493
C 2.134 1.524 -1.202 0.0136
C 1.632 2.198 -0.200 -0.2142
C 2.253 0.042 -1.041 -0.1178
C 2.374 -0.385 0.428 -0.2321
C -2.406 -1.466 -0.263 -0.0346
N 3.620 -2.534 0.759 0.1841
N -1.171 1.608 1.568 0.1380
N -0.200 1.007 0.940 -0.2043
N -0.440 -0.045 0.270 0.1465
F 1.441 3.547 -0.200 0.0546
H -3.113 0.985 1.583 0.0764
H 1.055 2.342 1.848 0.1449
H 2.127 0.170 2.467 0.1309
H 2.444 1.900 -2.178 0.1309
H 1.518 -0.497 -1.520 0.0949
H 3.142 -0.315 -1.445 0.1013
H -1.815 -2.440 -0.292 0.0978
H -3.409 -1.521 0.048 0.0474
H -2.247 -1.084 -1.399 0.1294
```

=====

No. 11
ORCA calculation (ωB97M-V/def2-TZVPD) on a structure of composition C10H9N2O5PdSe in a non-equilibrium geometry.

2S+1 = 3
Orbital gap (alpha / beta) = 0.221 / 0.260 Ha
Charge = +1
Highest occupied orbital energy (alpha / beta) = -0.351 / -0.464 hartree
Molar mass = 422.57 g mol⁻¹
Total energy = -92547.6702 eV
⟨S²⟩ = 2.01

XYZ file:
```
28
Properties=species:S:1:pos:R:3:mulliken_spin:R:1
O -0.565 2.775 -6.049 -0.0039
C -0.519 2.255 -5.024 0.0106
Pd -0.400 1.033 -2.123 0.5452
C -0.752 1.890 -0.414 0.0675
O -0.850 2.322 0.648 0.0047
C -0.193 -1.024 -1.814 0.2249
O -0.721 -1.956 -2.369 0.0732
C 1.327 1.812 -2.823 -0.0020
O 2.204 2.076 -3.506 0.0239
C -2.260 0.873 -2.965 0.3664
O -3.394 1.104 -3.103 0.1336
H -1.101 -0.031 -3.440 0.2978
C 2.900 -0.321 2.188 0.0033
N 1.471 -0.559 2.317 0.0152
C 0.754 -0.400 3.494 0.0051
C -0.538 -0.708 3.212 0.0052
N -0.616 -1.028 1.855 0.0139
C -1.820 -1.469 1.161 0.0050
C 0.630 -0.944 1.303 -0.0022
Se 1.231 -1.341 -0.442 0.2157
H 3.309 -0.327 3.207 0.0004
H 3.073 0.664 1.724 0.0006
H 3.317 -1.146 1.597 -0.0027
H 1.264 -0.122 4.418 0.0010
H -1.384 -0.716 3.877 0.0006
H -2.129 -2.415 1.603 0.0000
H -2.572 -0.715 1.388 0.0001
H -1.665 -1.583 0.082 -0.0030
```

=====

No. 12
ORCA calculation (ωB97M-V/def2-TZVPD) on an isolated molecule of C10H9NO in a non-equilibrium geometry.

Orbital gap (alpha / beta) = 0.257 / 0.257 Ha
Charge = 0
Highest occupied orbital energy (alpha / beta) = -0.266 / -0.266 hartree
Molar mass = 159.19 g mol⁻¹
Total energy = -14050.9328 eV

XYZ file:
```
21
Properties=species:S:1:pos:R:3:lowdin_charge:R:1
C -1.521 -0.843 3.432 -0.0844
C -0.754 0.310 3.328 -0.0812
C -1.679 -1.675 2.334 -0.0812
C -0.148 0.641 2.135 -0.0305
C -1.089 -1.361 1.128 -0.0304
C -0.325 -0.186 1.011 -0.2074
C 0.286 0.110 -0.196 0.0770
C 0.823 -0.647 -3.185 -0.2662
C 1.004 0.553 -2.420 -0.3198
C 1.622 1.768 -3.048 -0.0318
N 0.598 0.588 -1.216 0.1611
O 1.187 -0.808 -4.335 0.0107
H -1.998 -1.098 4.367 0.1021
H -0.629 0.954 4.186 0.1064
H -2.268 -2.575 2.420 0.1065
H 0.446 1.537 2.046 0.1155
H -1.209 -2.004 0.269 0.1142
H 0.325 -1.460 -2.616 0.1174
H 0.905 2.588 -3.108 0.0757
H 1.934 1.499 -4.053 0.0713
H 2.488 2.109 -2.481 0.0751
```